The following is a quantum chemistry calculation of a cluster of 3 separate species, C12H32BBr2N2OP in total, from OMol25.

**SMILES string**: CCN(CC)CC.CCN(CC)CC.OP(Br)BBr
**Gap between HOMO and LUMO**: 7.3 eV

Last column: Mulliken charge in e.
CARTESIAN COORDINATES (ANGSTROEM)
C  3.20622  1.04487  -0.03958  -1.300
C  1.71636  1.19869  0.22344  -0.320
N  1.17754  2.43817  -0.30765  0.153
C  -0.14573  2.75955  0.19472  -0.944
C  -1.29646  1.81094  -0.16001  -0.682
C  1.39801  2.66144  -1.72685  -0.481
C  0.90838  1.58918  -2.70852  -0.971
H  3.74867  1.92888  0.29950  0.304
H  3.59468  0.17789  0.49630  0.456
H  3.42053  0.89476  -1.09878  0.206
H  1.54724  1.21122  1.30373  0.462
H  1.19522  0.30498  -0.15805  0.163
H  -0.39770  3.77058  -0.13681  0.360
H  -0.07033  2.81568  1.28548  0.423
H  -1.58615  1.89002  -1.20755  0.206
H  -2.17555  2.06106  0.43780  0.482
H  -1.04306  0.77158  0.04998  0.078
H  2.47145  2.79906  -1.88397  0.118
H  0.94420  3.62247  -1.98101  0.364
H  1.23233  0.59059  -2.41126  0.247
H  1.32341  1.78490  -3.69917  0.393
H  -0.17625  1.57776  -2.80581  0.260
C  -5.79721  -3.61137  2.50276  -1.429
C  -4.88601  -3.02235  1.43621  -0.349
N  -4.04860  -1.94768  1.93753  0.159
C  -3.42406  -1.15715  0.89315  -0.660
C  -2.41316  -1.84898  -0.03107  -1.053
C  -3.20963  -2.28312  3.07592  -0.677
C  -2.24464  -3.46743  2.93475  -0.949
H  -6.36524  -2.82312  2.99854  0.334
H  -6.50124  -4.30765  2.04542  0.436
H  -5.24015  -4.16238  3.26132  0.290
H  -5.50515  -2.60044  0.63971  0.452
H  -4.30656  -3.83844  0.97440  0.282
H  -2.94468  -0.29529  1.36425  0.308
H  -4.22772  -0.74610  0.27338  0.338
H  -1.47453  -2.06606  0.47882  0.156
H  -2.17970  -1.19602  -0.87454  0.437
H  -2.80545  -2.78096  -0.43961  0.361
H  -3.86291  -2.47787  3.93034  0.362
H  -2.64636  -1.38518  3.34220  0.336
H  -2.74595  -4.35279  2.54090  0.243
H  -1.84323  -3.72958  3.91554  0.380
H  -1.39923  -3.24145  2.28650  0.256
O  9.80483  1.66018  -2.66682  -0.465
P  9.01585  3.09191  -2.51197  0.177
Br  9.88276  4.30157  -4.18716  -0.220
B  7.41215  2.53244  -3.47375  0.248
Br  5.78670  2.86332  -2.58150  0.002
H  9.76618  1.28912  -3.55514  0.320
H  7.40993  1.89857  -4.47600  -0.054